one:
{"formula": "CH4N2O2", "method": "the ωB97M-V functional and the def2-TZVPD basis", "multiplicity": 3, "s_squared": 2.0238, "homo_lumo_gap_ev": [8.55, 6.82], "charge": 0, "species": ["C", "N", "N", "O", "O", "H", "H", "H", "H"], "xyz": [[0.1235, -0.1048, 0.0995], [0.3828, -0.2729, -1.1313], [0.9568, -0.8284, 1.0610], [1.1892, -0.0174, 1.9191], [1.4990, -1.9181, 0.8551], [-0.5370, 0.6807, 0.4296], [-2.2296, 1.9256, -0.9945], [1.1160, -0.8019, -1.5990], [-2.5008, 1.3371, -0.6395]]}



two:
{"formula": "CH4N2O2", "method": "the ωB97M-V functional and the def2-TZVPD basis", "multiplicity": 3, "s_squared": 2.0074, "homo_lumo_gap_ev": [8.27, 8.49], "charge": 0, "species": ["C", "N", "N", "O", "O", "H", "H", "H", "H"], "xyz": [[-0.7863, 0.1823, 0.0114], [2.8431, -0.7603, 0.0457], [2.0661, 0.1382, 0.0387], [1.8095, 1.2615, 0.0826], [0.1261, -0.8236, 0.0035], [-1.0663, 0.3296, -0.9961], [-0.2196, 1.0388, 0.4439], [-1.6131, 0.3299, 0.6882], [2.7269, -1.7539, 0.0585]]}



Most stable pick: two. Distance to second place: 0.697 eV.



one:
{"formula": "C4H5NO3", "method": "the ωB97M-V functional and the def2-TZVPD basis", "homo_lumo_gap_ev": 8.66, "charge": 0, "species": ["C", "C", "C", "C", "H", "H", "H", "H", "H", "N", "O", "O", "O"], "xyz": [[0.9194, -1.1971, -1.8633], [-0.3826, 0.3297, -0.3708], [-0.2616, -0.3528, 0.7945], [-0.7933, 1.8052, 1.1692], [0.9911, -1.3392, -2.9291], [1.9311, -0.6993, -1.4275], [0.7619, -2.2434, -0.8704], [-0.3082, -1.6340, 0.8096], [-0.6213, 0.4347, 2.8238], [-0.1463, 0.6776, 1.7578], [0.0312, -0.1019, -1.5688], [-1.3672, 2.6031, 1.8182], [-0.7542, 1.7173, -0.1432]]}



two:
{"formula": "C4H5NO3", "method": "the ωB97M-V functional and the def2-TZVPD basis", "homo_lumo_gap_ev": 7.52, "smiles": "CC(=O)C(=O)/N=C\\O", "charge": 0, "species": ["C", "C", "O", "C", "O", "N", "C", "O", "H", "H", "H", "H", "H"], "xyz": [[0.7085, -0.6864, 1.3719], [0.2383, 0.4452, 0.5042], [-0.2146, 1.5281, 0.7947], [1.1128, 0.3618, -0.9756], [2.2785, 0.4668, -1.1948], [0.0228, -0.1096, -1.5374], [-1.1926, -0.2369, -1.0055], [-2.1110, 0.7397, -1.0229], [1.7435, -0.4791, 1.6490], [0.6916, -1.6306, 0.8333], [0.1037, -0.7273, 2.2759], [-1.6482, -1.2193, -1.0693], [-1.7333, 1.5476, -0.6234]]}



Most stable pick: two. Distance to second place: 1.462 eV.



one:
{"formula": "C4H5NO3", "method": "the ωB97M-V functional and the def2-TZVPD basis", "homo_lumo_gap_ev": 7.71, "charge": 0, "species": ["C", "C", "C", "C", "H", "H", "H", "H", "H", "N", "O", "O", "O"], "xyz": [[0.2016, 1.2405, 0.4427], [-0.0616, 0.9102, -0.9640], [-0.2294, -0.4541, -0.8622], [0.4907, 0.2211, 1.1200], [-0.6094, 3.1729, 0.0662], [-0.4419, 1.8148, -1.5256], [-0.6867, -2.3991, -1.2041], [0.2603, -2.8388, 0.9044], [0.4338, 0.1928, 2.3124], [-0.0850, -0.9662, 0.4498], [0.1193, 2.5911, 0.8117], [-0.1796, -1.2668, -1.9685], [0.7878, -2.2185, 0.4170]]}



two:
{"formula": "C4H5NO3", "method": "the ωB97M-V functional and the def2-TZVPD basis", "homo_lumo_gap_ev": 11.08, "smiles": "O=CO[C@@H]1CC=NO1", "charge": 0, "species": ["O", "C", "O", "C", "C", "C", "N", "O", "H", "H", "H", "H", "H"], "xyz": [[2.2604, 1.6970, -1.8021], [1.7782, 0.8029, -1.2244], [0.4458, 0.7664, -0.9686], [0.2002, -0.4482, -0.2478], [-1.3347, -0.6451, 0.0823], [-1.2699, 0.2667, 1.3450], [-0.1841, 0.2854, 1.9203], [0.7364, -0.3755, 1.0734], [2.3651, -0.0244, -0.7507], [0.7607, -1.2077, -0.6972], [-1.4791, -1.7285, 0.2892], [-2.1239, -0.2354, -0.6196], [-2.1551, 0.8464, 1.6003]]}



three:
{"formula": "C4H5NO3", "method": "the ωB97M-V functional and the def2-TZVPD basis", "homo_lumo_gap_ev": 6.32, "charge": 0, "species": ["C", "C", "C", "C", "H", "H", "H", "H", "H", "N", "O", "O", "O"], "xyz": [[-1.0402, 0.0463, 0.0101], [-0.5728, -1.3217, -0.1669], [0.8095, -1.3352, -0.0619], [0.1029, 0.8403, 0.0331], [-2.8997, -0.1965, 0.0527], [-1.1676, -2.1959, -0.0954], [1.4354, -2.2894, 0.1482], [2.7346, 0.5942, 0.8603], [-1.0292, 2.7085, -0.7619], [1.1908, -0.0544, -0.0028], [-2.3291, 0.5494, 0.1042], [2.4535, 0.5004, -0.0813], [0.3119, 2.1540, -0.0385]]}



four:
{"formula": "C4H5NO3", "method": "the ωB97M-V functional and the def2-TZVPD basis", "homo_lumo_gap_ev": 8.95, "charge": 0, "species": ["C", "C", "C", "C", "N", "O", "O", "O", "H", "H", "H", "H", "H"], "xyz": [[-2.1835, -1.7461, 0.4615], [-0.9363, 0.2814, 0.0735], [-3.2864, 0.3657, -0.0276], [1.4149, 0.3478, 0.0698], [-2.0305, 1.0314, -0.0909], [-4.3199, 0.9662, 0.0538], [-3.1452, -0.9324, -0.0829], [0.1674, 0.9357, 0.1537], [-1.8305, -2.3242, -0.5272], [1.8821, 0.8698, -0.6748], [1.2701, -0.5667, -0.3784], [2.0570, 0.4631, 0.9468], [-2.1391, 2.0537, -0.2034]]}



Most stable pick: two. Distance to second place: 2.923 eV.



one:
{"formula": "C10H13NO3", "method": "the ωB97M-V functional and the def2-TZVPD basis", "homo_lumo_gap_ev": 7.08, "charge": 0, "species": ["C", "C", "C", "C", "C", "C", "C", "C", "C", "C", "H", "H", "H", "H", "H", "H", "H", "H", "H", "H", "H", "H", "H", "N", "O", "O", "O"], "xyz": [[1.9642, -0.2498, -0.3848], [1.1007, -1.4104, -0.8481], [-0.9620, -1.7733, 0.3490], [-2.1300, -1.5500, -0.6565], [1.0299, 0.6042, 0.3107], [0.5697, 1.6954, -0.4054], [-0.0212, 2.8097, 0.2635], [-0.3036, 2.7403, 1.5609], [0.0798, 1.6776, 2.4443], [1.0251, 0.7761, 1.7248], [1.3823, -0.2470, -2.8567], [2.7149, -0.6296, 0.2382], [0.4109, -1.1080, -1.6051], [1.8325, -1.9100, -1.4577], [0.8367, -3.2875, 0.2860], [-0.8667, -0.7114, 0.5381], [-1.1656, -2.4536, 1.3530], [-2.3794, 0.5723, 0.2457], [0.3798, 1.4866, -1.4691], [-0.2700, 3.8587, -0.2780], [-0.8236, 3.5826, 2.1643], [-0.1630, 1.7033, 3.5194], [1.6135, -0.0176, 2.3696], [0.2916, -2.1956, -0.1200], [2.4078, 0.4593, -1.4889], [-2.4641, -0.1404, -0.6019], [-2.4010, -2.4924, -1.4539]]}



two:
{"formula": "C10H13NO3", "method": "the ωB97M-V functional and the def2-TZVPD basis", "homo_lumo_gap_ev": 9.18, "smiles": "CCOc1ccccc1OC(=O)NC", "charge": 0, "species": ["C", "C", "O", "C", "C", "C", "C", "C", "C", "O", "C", "O", "N", "C", "H", "H", "H", "H", "H", "H", "H", "H", "H", "H", "H", "H", "H"], "xyz": [[-1.6889, 2.5613, -0.1723], [-0.2672, 2.3065, 0.1026], [-0.1243, 1.1208, -0.5713], [1.1041, 0.5330, -0.3454], [2.3023, 1.1905, -0.0096], [3.4329, 0.3547, 0.2324], [3.3174, -1.0208, 0.3064], [2.1699, -1.7749, -0.1464], [1.0311, -0.9244, -0.4143], [-0.2729, -1.6711, -0.4907], [-1.3362, -1.0398, 0.2238], [-1.0886, -0.2914, 1.1358], [-2.5211, -1.3357, -0.2985], [-3.7779, -0.8081, 0.2052], [-1.8511, 3.5972, 0.1279], [-1.8600, 2.1494, -1.3738], [-2.4649, 1.9408, 0.6694], [-0.3051, 2.1908, 1.1861], [0.3262, 3.1092, -0.3913], [2.3160, 2.3864, 0.0126], [4.2400, 1.1106, 0.3944], [4.0637, -1.5878, 1.0427], [2.1610, -2.9909, -0.2205], [-2.4197, -2.1627, -1.0018], [-4.2950, -0.1985, -0.6937], [-3.4353, -0.1350, 1.1828], [-4.6678, -1.5948, 0.6704]]}



three:
{"formula": "C10H13NO3", "method": "the ωB97M-V functional and the def2-TZVPD basis", "homo_lumo_gap_ev": 9.36, "smiles": "O=[N+]([O-])OCCCCc1ccccc1", "charge": 0, "species": ["O", "N", "O", "O", "C", "C", "C", "C", "C", "C", "C", "C", "C", "C", "H", "H", "H", "H", "H", "H", "H", "H", "H", "H", "H", "H", "H"], "xyz": [[4.8342, 0.3109, 0.8212], [3.9149, 0.1383, -0.0162], [3.9449, -0.4650, -1.0802], [2.6840, 0.6274, 0.3774], [1.6681, 0.8405, -0.6786], [0.8234, -0.4023, -1.0003], [0.1915, -1.2154, 0.1164], [-0.6467, -0.5661, 1.4527], [-2.0461, -0.1596, 0.7239], [-2.4387, 1.1873, 0.5669], [-3.6421, 1.5112, -0.1763], [-4.5039, 0.4814, -0.5701], [-3.9946, -0.8753, -0.4518], [-2.7980, -1.1770, 0.1681], [0.9788, 1.5697, -0.1807], [2.2027, 1.1580, -1.5220], [1.1620, -1.4042, -1.7667], [-0.0040, 0.1503, -1.6542], [0.8894, -2.0199, 0.7041], [-0.4996, -1.9878, -0.4746], [-0.7802, -1.4851, 2.1688], [-0.0448, 0.1795, 2.0578], [-1.7501, 1.9385, 0.7129], [-4.0232, 2.6268, -0.2258], [-5.5002, 0.6937, -1.0587], [-4.7351, -1.6233, -0.7299], [-2.6813, -2.2978, 0.2303]]}



Most stable pick: two. Distance to second place: 2.153 eV.